{
  "formula": "C9H34O8",
  "method": "wB97M-V/def2-TZVPD",
  "elements": ["O", "H", "H", "H", "O", "H", "H", "H", "H", "H", "H", "H", "H", "H", "C", "O", "H", "H", "O", "H", "H", "H", "H", "H", "H", "H", "H", "H", "H", "C", "O", "O", "H", "C", "C", "C", "C", "C", "C", "H", "H", "O", "H", "H", "H", "C", "O", "H", "H", "H", "H"],
  "coordinates": [[-3.35785, 3.56580, 29.18964], [0.47815, 2.27206, 32.15776], [1.78877, 1.56268, 29.34699], [1.95844, 7.52137, 28.23262], [-0.73715, 3.77638, 29.21116], [0.53315, 3.80374, 33.09378], [-2.86555, -2.01246, 28.99988], [3.52852, 4.52843, 30.30740], [-0.31185, 1.31006, 35.62461], [-0.95768, 5.81273, 30.93102], [1.20807, 1.85679, 25.80794], [2.16847, 3.92558, 29.36325], [-1.40204, 0.31139, 31.40616], [-1.49705, 6.66273, 32.06172], [-0.11167, 3.06392, 32.61946], [0.47243, 6.14532, 29.85959], [-3.49445, 3.88789, 30.08062], [2.00796, 4.12992, 31.07465], [-1.77462, 6.12455, 31.32039], [-0.83322, -1.34708, 28.46331], [0.47885, 1.64876, 27.11823], [0.52923, 2.85689, 35.34911], [-0.67721, 3.46950, 31.78054], [2.13438, 5.94633, 27.68145], [0.43483, 0.88553, 29.36081], [3.54408, 6.74842, 28.46833], [-0.18959, 2.99270, 29.16359], [-2.45956, 0.34672, 28.60580], [0.17015, 7.05489, 29.80568], [2.44672, 4.58400, 30.18616], [-1.89121, 3.13194, 34.16892], [0.88144, 1.67881, 29.06506], [-1.49403, 1.69738, 30.32699], [-1.99991, -0.12975, 29.47172], [2.46558, 6.59267, 28.49425], [-0.88375, 2.27301, 33.71619], [-2.00517, 0.78389, 30.63087], [1.99362, 6.07783, 29.85675], [0.10260, 1.97661, 34.86827], [-0.12658, 4.48346, 29.41964], [-2.32087, -2.01388, 30.65402], [0.35656, 1.61114, 26.16962], [-3.02002, 1.05858, 30.91847], [-2.47768, 3.86323, 28.95925], [2.35480, 6.83232, 30.55561], [-2.77533, -1.38623, 29.88746], [-0.76771, -0.67243, 29.14314], [-2.12555, 2.73588, 35.01143], [0.97564, 1.39755, 34.56729], [-1.31267, 1.33333, 33.36813], [-3.77763, -1.05949, 30.16450]],
  "nbo_charge": [-0.979, 0.193, 0.487, 0.215, -0.996, 0.202, 0.190, 0.222, 0.204, 0.483, 0.458, 0.211, 0.196, 0.460, -0.636, -0.793, 0.466, 0.233, -0.954, 0.489, 0.484, 0.213, 0.246, 0.219, 0.516, 0.217, 0.491, 0.180, 0.496, -0.648, -0.703, -0.977, 0.228, 0.085, -0.639, 0.098, -0.640, 0.117, -0.650, 0.486, 0.211, -0.952, 0.242, 0.497, 0.175, -0.620, -0.759, 0.457, 0.213, 0.160, 0.206],
  "energy_ha": -965.177608,
  "charge": 0,
  "smiles": "CC(C)O.CC(C)O.CC(C)O.O.O.O.O.O"
}